Record 1
DFT (ωB97M-V/def2-TZVPD) results for 3 unconnected molecules or ions with the total composition C2H10O2S2 in a non-equilibrium geometry.

Values from the calculation:
Strongest force on any atom: 0.03403 Eh/bohr
Lowest unoccupied orbital energy: 0.24 eV
HOMO: -8.81 eV

Element x y z (Å)
S (1.578, 1.311, -1.855)
S (3.142, 1.742, -0.719)
O (-2.531, -4.544, -2.953)
O (-6.252, -3.561, 0.798)
C (2.993, 3.632, 1.339)
C (2.576, 2.204, 0.913)
H (-5.661, -3.519, 0.046)
H (-2.547, -3.949, -2.187)
H (1.062, 0.134, -1.406)
H (1.487, 2.212, 0.979)
H (3.482, 4.158, 0.544)
H (2.884, 1.469, 1.652)
H (3.616, 3.627, 2.231)
H (-5.809, -3.822, 1.610)
H (2.138, 4.246, 1.573)
H (-2.156, -5.340, -2.563)


Record 2
DFT (ωB97M-V/def2-TZVPD) results for 3 unconnected molecules or ions with the total composition C2H10O2S2 in a non-equilibrium geometry.

Values from the calculation:
Strongest force on any atom: 0.04089 Eh/bohr
Lowest unoccupied orbital energy: 0.51 eV
HOMO: -9.09 eV

Element x y z (Å)
S (0.350, 0.876, -1.748)
S (-0.197, -0.987, -2.448)
O (-0.920, -2.445, 1.115)
O (1.848, -1.502, 0.736)
C (-0.209, 2.340, 0.550)
C (-0.580, 0.940, -0.123)
H (1.561, -1.005, -0.063)
H (0.014, -2.554, 1.421)
H (-0.983, 2.303, 1.380)
H (0.827, 2.482, 0.936)
H (2.693, -1.057, 0.887)
H (-1.123, -0.504, -3.411)
H (-0.325, 3.278, -0.025)
H (-1.101, -3.215, 0.554)
H (-0.179, 0.197, 0.587)
H (-1.676, 0.853, -0.351)


Record 3
DFT (ωB97M-V/def2-TZVPD) results for 3 unconnected molecules or ions with the total composition C2H10O2S2 in a non-equilibrium geometry.

Values from the calculation:
2S+1: 2
Strongest force on any atom: 0.02392 Eh/bohr
Lowest unoccupied orbital energy (spin up / spin down): -4.18 / -7.59 eV
HOMO (spin up / spin down): -13.84 / -13.84 eV
Charge: +1

Element x y z (Å)
S (2.097, -0.487, -0.657)
S (1.145, 1.131, -1.341)
O (-4.803, 0.922, 1.571)
O (-0.556, -2.369, 0.392)
C (-0.575, 0.714, -0.977)
C (3.621, 0.310, -0.140)
H (4.227, 0.749, -0.937)
H (-1.170, 1.624, -0.905)
H (-4.387, 1.273, 2.367)
H (-0.133, -3.124, 0.819)
H (-1.364, -2.722, -0.002)
H (3.384, 1.032, 0.639)
H (-0.960, 0.273, -1.887)
H (4.233, -0.446, 0.362)
H (-4.163, 1.149, 0.884)
H (-0.597, -0.030, -0.189)


Record 4
DFT (ωB97M-V/def2-TZVPD) results for C2H10O2Si2 in the gas phase in a non-equilibrium geometry.

Values from the calculation:
Strongest force on any atom: 0.09933 Eh/bohr
Lowest unoccupied orbital energy: 0.65 eV
HOMO: -8.72 eV

Element x y z (Å)
Si (-0.402, 1.131, 0.053)
Si (1.021, 1.443, -2.197)
O (-0.498, -0.467, 0.109)
O (-0.040, 1.345, -3.468)
C (0.295, -1.362, 2.133)
C (-0.895, -1.369, 1.179)
H (-1.786, 1.560, -0.212)
H (0.965, -0.404, 1.966)
H (2.013, 2.282, -2.811)
H (-0.865, 0.972, -3.389)
H (0.994, -2.284, 1.893)
H (0.382, 1.821, 1.130)
H (1.654, -0.011, -2.140)
H (-1.107, -2.327, 0.924)
H (-1.720, -0.915, 1.587)
H (-0.011, -1.415, 3.244)


Record 5
DFT (ωB97M-V/def2-TZVPD) results for a molecular structure, C2H10O3Rb.

Values from the calculation:
Strongest force on any atom: 0.01530 Eh/bohr
Lowest unoccupied orbital energy: -3.27 eV
HOMO: -13.80 eV
Charge: +1

Element x y z (Å)
Rb (13.397, 18.701, -18.397)
O (10.802, 17.310, -18.066)
O (13.059, 17.866, -21.217)
O (16.013, 17.578, -17.777)
C (9.760, 16.478, -17.470)
C (10.044, 16.291, -16.009)
H (9.350, 15.513, -15.690)
H (13.267, 16.995, -21.554)
H (9.722, 15.560, -18.056)
H (11.051, 15.903, -15.850)
H (10.023, 17.221, -15.442)
H (16.210, 17.001, -17.039)
H (8.787, 16.934, -17.656)
H (12.428, 18.221, -21.843)
H (16.816, 17.586, -18.297)
H (10.452, 17.496, -18.940)


Record 6
DFT (ωB97M-V/def2-TZVPD) results for a molecular structure, C2H10OTa.

Values from the calculation:
Strongest force on any atom: 0.01206 Eh/bohr
Lowest unoccupied orbital energy: 3.64 eV
HOMO: -4.47 eV
Charge: -1

Element x y z (Å)
Ta (0.176, -0.059, -1.415)
O (-0.900, 1.356, 1.286)
C (-0.247, 0.150, 1.761)
C (0.711, -0.445, 0.753)
H (-1.653, 0.262, -1.478)
H (-0.998, -0.602, 2.032)
H (1.746, -0.641, -2.193)
H (-0.107, 0.136, -3.235)
H (-0.401, -1.836, -1.510)
H (1.739, -0.096, 0.916)
H (0.211, 0.478, 2.700)
H (0.698, 1.730, -1.290)
H (-1.704, 1.102, 0.811)
H (0.730, -1.536, 0.863)